{
  "formula": "C17H23Cl5NO2P2V",
  "method": "ωB97M-V with the def2-TZVPD basis set",
  "multiplicity": 3,
  "orbital_gap_ev": [5.2, 5.8],
  "de_lowest_kcal_mol": 35.2,
  "homo_energy_ha": [-0.4912, -0.4916],
  "charge": 2,
  "e_lumo_ha": [-0.2996, -0.2798],
  "symbols": ["V", "P", "C", "C", "N", "C", "C", "C", "C", "C", "P", "H", "H", "H", "H", "H", "H", "H", "H", "O", "H", "H", "O", "H", "C", "H", "H", "H", "C", "H", "H", "H", "C", "H", "H", "H", "C", "H", "H", "H", "Cl", "C", "C", "C", "Cl", "C", "Cl", "C", "Cl", "C", "Cl"],
  "coordinates": [[-0.13, -0.29, 0.15], [0.99, -2.05, -0.87], [-0.34, -2.56, -1.98], [-1.67, -2.16, -1.57], [-1.76, -1.03, -0.78], [-2.93, -0.38, -0.63], [-4.12, -0.93, -1.10], [-4.08, -2.12, -1.82], [-2.85, -2.73, -2.06], [-2.87, 0.94, 0.12], [-1.38, 1.99, -0.20], [-2.75, -3.62, -2.67], [-5.04, -0.38, -0.90], [-5.00, -2.55, -2.19], [-3.72, 1.57, -0.18], [-2.94, 0.77, 1.21], [-0.25, -1.78, -3.37], [-0.25, -3.56, -2.42], [0.02, 0.16, -3.38], [-0.41, -1.05, -4.11], [0.17, -1.29, -4.86], [-0.16, 1.34, -0.73], [0.34, 0.85, -2.64], [1.03, 1.42, -3.01], [-1.79, 2.98, -1.65], [-2.78, 3.43, -1.53], [-1.02, 3.76, -1.76], [-1.76, 2.32, -2.53], [-1.03, 3.03, 1.21], [-0.06, 3.51, 1.03], [-1.81, 3.80, 1.31], [-0.98, 2.43, 2.12], [1.34, -3.34, 0.35], [1.68, -4.25, -0.16], [2.13, -2.98, 1.03], [0.44, -3.55, 0.94], [2.47, -1.77, -1.85], [3.31, -1.55, -1.16], [2.70, -2.66, -2.44], [2.31, -0.90, -2.51], [1.84, 0.62, 1.46], [0.89, -0.26, 2.70], [-0.31, -0.74, 2.23], [-1.11, -1.52, 3.06], [-2.58, -2.14, 2.44], [-0.69, -1.80, 4.39], [-1.67, -2.77, 5.41], [0.56, -1.30, 4.86], [1.08, -1.66, 6.44], [1.37, -0.51, 4.00], [2.90, 0.09, 4.51]],
  "lowdin_spin": [2.0249, -0.0328, 0.0085, 0.0083, -0.0067, 0.0042, 0.0033, 0.0066, -0.0001, 0.0094, 0.0112, -0.0001, 0.0002, 0.0003, 0.0018, 0.0000, 0.0009, -0.0004, 0.0000, 0.0030, 0.0000, 0.0111, 0.0091, -0.0001, -0.0020, -0.0005, 0.0000, 0.0000, 0.0021, -0.0001, 0.0002, 0.0002, -0.0086, -0.0025, 0.0000, 0.0001, -0.0028, -0.0001, -0.0017, -0.0001, 0.0154, 0.0036, -0.0491, -0.0089, -0.0016, -0.0023, -0.0015, -0.0011, -0.0008, 0.0009, -0.0012]
}


{
  "formula": "C5H9NO",
  "method": "ωB97M-V with the def2-TZVPD basis set",
  "orbital_gap_ev": 8.7,
  "de_lowest_kcal_mol": 158.9,
  "homo_energy_ha": -0.3194,
  "e_lumo_ha": 0.0001,
  "symbols": ["C", "C", "N", "C", "C", "C", "O", "H", "H", "H", "H", "H", "H", "H", "H", "H"],
  "coordinates": [[-1.96, -0.69, 0.70], [-1.16, 1.21, -0.66], [-0.53, -0.27, 0.77], [0.08, 0.90, 0.06], [1.21, 0.40, -0.85], [2.34, -0.39, -0.36], [1.27, -1.00, -1.08], [-2.69, 0.10, 0.87], [-2.05, -1.42, 1.51], [-2.22, -1.17, -0.26], [-1.75, 1.79, 0.09], [-0.04, -1.06, 0.36], [0.49, 1.63, 0.78], [1.35, 1.00, -1.75], [3.29, -0.38, -0.88], [2.39, -0.65, 0.70]],
  "mulliken_charge": [-0.9328, -0.6717, -0.4107, 0.1601, -0.0579, -0.3363, -0.4882, 0.3309, 0.3301, 0.3355, 0.2253, 0.3297, 0.2657, 0.4238, 0.2812, 0.2152]
}


{
  "formula": "C7H14N3",
  "method": "ωB97M-V with the def2-TZVPD basis set",
  "orbital_gap_ev": 9.3,
  "de_lowest_kcal_mol": 42.4,
  "smiles": "CN[C@@]1(C)C=CCC(=[NH2+])N1",
  "homo_energy_ha": -0.4573,
  "charge": 1,
  "e_lumo_ha": -0.1150,
  "symbols": ["C", "N", "C", "C", "C", "C", "C", "C", "N", "N", "H", "H", "H", "H", "H", "H", "H", "H", "H", "H", "H", "H", "H", "H"],
  "coordinates": [[0.43, 0.46, -2.16], [1.30, 0.79, -1.18], [0.78, 0.64, 0.18], [1.87, 1.11, 1.14], [-0.49, 1.39, 0.35], [-1.72, 0.93, 0.53], [-1.91, -0.56, 0.48], [-0.68, -1.38, 0.41], [-0.92, -2.67, 0.50], [0.50, -0.78, 0.47], [-0.07, -0.55, -2.11], [-0.48, 1.20, -2.31], [0.88, 0.38, -3.17], [2.30, 0.97, -1.39], [1.55, 1.90, 1.86], [2.62, 1.66, 0.56], [2.43, 0.29, 1.67], [-0.18, 2.44, 0.56], [-2.43, 1.63, 0.98], [-2.59, -1.06, 1.24], [-2.45, -0.88, -0.45], [-1.80, -3.10, 0.61], [-0.21, -3.37, 0.43], [1.30, -1.42, 0.79]],
  "mulliken_charge": [-0.7726, -0.2383, 1.2360, -1.4851, -0.8186, -0.6750, -0.4910, 0.4083, -0.3752, -0.2548, 0.1746, 0.2097, 0.3843, 0.2571, 0.3207, 0.4014, 0.3287, 0.3555, 0.4231, 0.4632, 0.3908, 0.2149, 0.2192, 0.3233]
}


{
  "formula": "C8H11PS2",
  "method": "ωB97M-V with the def2-TZVPD basis set",
  "orbital_gap_ev": [7.3, 7.3],
  "de_lowest_kcal_mol": 42.3,
  "homo_energy_ha": [-0.3033, -0.3033],
  "e_lumo_ha": [-0.0352, -0.0353],
  "symbols": ["C", "C", "C", "C", "C", "C", "C", "C", "P", "S", "S", "H", "H", "H", "H", "H", "H", "H", "H", "H", "H", "H"],
  "coordinates": [[-3.13, -1.12, 1.12], [-2.17, -2.07, 0.92], [-2.76, 0.12, 1.58], [-0.85, -1.82, 1.11], [-1.39, 0.42, 1.79], [-0.49, -0.55, 1.39], [1.35, 0.21, -1.94], [2.14, 0.82, -0.87], [2.05, 0.04, 0.84], [3.33, 0.90, 2.13], [2.61, -1.96, 0.40], [-4.12, -1.48, 0.85], [-2.26, -3.06, 0.65], [-3.56, 0.88, 1.82], [-0.25, -2.71, 1.06], [-1.09, 1.34, 2.13], [1.65, 0.62, -2.86], [1.29, -0.90, -1.89], [0.28, 0.57, -1.85], [1.80, 1.85, -0.66], [3.21, 0.73, -1.08], [1.32, -2.28, 0.65]],
  "mulliken_charge": [-0.5613, -0.4738, -0.1405, -0.4144, -0.7056, 0.3464, -0.9891, -0.4658, 0.4266, -0.3859, -0.2400, 0.3427, 0.3717, 0.2970, 0.4335, 0.5201, 0.3975, 0.2498, 0.2523, 0.3508, 0.3665, 0.0216]
}


{
  "formula": "C4H9N3",
  "method": "ωB97M-V with the def2-TZVPD basis set",
  "orbital_gap_ev": [8.4, 8.4],
  "de_lowest_kcal_mol": 125.4,
  "homo_energy_ha": [-0.7043, -0.7044],
  "charge": 2,
  "e_lumo_ha": [-0.3966, -0.3966],
  "symbols": ["C", "C", "C", "C", "N", "N", "N", "H", "H", "H", "H", "H", "H", "H", "H", "H"],
  "coordinates": [[-0.93, -0.68, 0.43], [1.03, 0.27, 0.42], [0.31, -0.89, 2.52], [-0.02, 1.05, -2.55], [-1.03, -0.20, -0.78], [0.21, -0.42, 1.09], [-0.09, 0.46, -1.29], [-1.82, -1.10, 0.92], [1.99, 0.85, 0.47], [1.27, -0.51, 3.11], [-0.64, -0.53, 3.01], [0.41, -1.94, 2.60], [-0.71, 0.57, -3.15], [-0.34, 2.10, -2.76], [1.03, 1.00, -3.00], [-1.93, -0.22, -1.31]],
  "mulliken_charge": [-0.2473, 0.3320, -0.7033, -0.6335, 0.1361, 0.0242, -0.2040, 0.4187, 0.4582, 0.3379, 0.3447, 0.3667, 0.3208, 0.3607, 0.3217, 0.3665]
}


{
  "formula": "C4H4F4N2",
  "method": "ωB97M-V with the def2-TZVPD basis set",
  "orbital_gap_ev": 11.1,
  "de_lowest_kcal_mol": 0.0,
  "smiles": "FC(F)(F)C1=NN=CC1.F",
  "homo_energy_ha": -0.4235,
  "e_lumo_ha": -0.0161,
  "symbols": ["F", "C", "F", "F", "C", "N", "N", "C", "C", "H", "H", "H", "F", "H"],
  "coordinates": [[1.60, 2.00, -0.88], [1.55, 0.88, -0.13], [1.76, 1.31, 1.14], [2.56, 0.12, -0.54], [0.14, 0.27, -0.11], [0.03, -0.96, -0.19], [-1.28, -1.31, 0.18], [-1.92, -0.26, 0.49], [-1.08, 0.97, 0.45], [-3.04, -0.22, 0.73], [-1.22, 1.65, -0.35], [-0.94, 1.34, 1.49], [1.13, -3.33, -1.27], [0.71, -2.47, -1.00]],
  "mulliken_charge": [-0.2783, 0.8647, -0.2571, -0.2337, -0.1055, -0.2055, -0.5334, -0.1162, -0.2002, 0.3582, 0.3407, 0.3132, -0.4493, 0.5024]
}